*w*
Formula: C6H11NO
Source: the OMol25 dataset
Level of theory: ωB97M-V with the def2-TZVPD basis set

Summary:
* Kohn-Sham gap: 0.300 Eh
* HOMO level: -7.34 eV
* LUMO level: 0.030 Ha
* structure (SMILES): C/N=C/C(C)=C(/C)O

Last column: Löwdin charge in e.
Cartesian coordinates (Å):
C -2.4360 1.0003 -0.7630  -0.1413
N -1.2516 0.7697 0.0353  -0.0584
C -0.0962 1.3150 -0.3873  -0.1556
C 0.9287 0.4229 -0.1656  -0.2624
C 2.3473 0.6594 0.2512  -0.0634
C 0.1999 -0.8048 0.0105  -0.3073
C 0.3746 -1.6970 1.2007  -0.0039
O -0.2807 -1.4232 -1.1085  0.0499
H -2.5136 0.2205 -1.5374  0.0741
H -3.3350 0.9534 -0.1449  0.0639
H -2.4095 1.9650 -1.2910  0.0745
H -0.0467 2.3085 -0.8415  0.1184
H 2.4901 0.5192 1.3312  0.0742
H 2.6348 1.6879 0.0248  0.0750
H 3.0537 -0.0024 -0.2581  0.0721
H 0.5712 -1.1100 2.0961  0.0910
H -0.5204 -2.3006 1.3700  0.0879
H 1.2129 -2.3829 1.0334  0.0981
H -0.9237 -2.1010 -0.8558  0.1133

*x*
Formula: C6H11NO
Source: the OMol25 dataset
Level of theory: ωB97M-V with the def2-TZVPD basis set

Summary:
* Kohn-Sham gap: 0.375 Eh
* HOMO level: -9.27 eV
* LUMO level: 0.035 Ha

Last column: Löwdin charge in e.
Cartesian coordinates (Å):
C 1.3491 -1.3379 0.1369  -0.0832
C 1.0289 -0.2027 -0.8874  -0.3616
C -0.0023 0.9262 -1.1714  -0.0907
C -1.2697 0.7171 -0.2355  -0.1659
C -1.4917 -0.7211 0.2624  -0.3312
C -0.8703 0.7977 1.2801  -0.1833
H 2.5310 -1.6765 -0.2050  0.1489
H 0.8606 -2.2218 -0.3070  0.0516
H 1.0897 -0.9317 1.2475  0.1267
H 1.7110 -0.4549 -1.5824  0.0589
H 1.3274 1.6027 0.4274  0.1136
H -0.2326 1.2999 -2.1000  0.0795
H -2.0636 1.4288 -0.5013  0.1347
H -0.6929 -1.4981 -0.2930  0.1326
H -2.5255 -0.9899 -0.3766  0.1650
H -1.0811 1.7263 2.0875  0.1859
H 0.1705 0.7851 1.3317  0.0245
N 1.5414 1.2110 -0.6135  0.0301
O -1.3800 -0.4602 1.4996  -0.0361

*y*
Formula: C6H11NO
Source: the OMol25 dataset
Level of theory: ωB97M-V with the def2-TZVPD basis set

Summary:
* Kohn-Sham gap: 0.281 Eh
* HOMO level: -6.92 eV
* LUMO level: 0.027 Ha
* structure (SMILES): CC1=C(O)[C@@H](C)N1C

Last column: Löwdin charge in e.
Cartesian coordinates (Å):
C 1.9963 -0.3910 -1.3458  -0.0099
C 0.7778 -0.0134 -0.5382  -0.3078
C -0.1150 1.0050 -0.6733  -0.3080
O -0.1697 2.0826 -1.4109  0.0946
C -1.0033 0.4603 0.3905  -0.1959
C -2.2676 -0.2749 -0.0026  -0.0597
N 0.1834 -0.6588 0.4733  -0.0957
C 0.8020 -0.7238 1.7868  -0.0884
H 2.7890 0.3584 -1.2461  0.0772
H 1.7441 -0.4020 -2.4125  0.0777
H 2.3683 -1.3812 -1.0719  0.0731
H -1.0517 2.4779 -1.3312  0.1223
H -1.1450 1.1058 1.2667  0.1421
H -2.6726 -0.8320 0.8480  0.0759
H -2.0910 -0.9819 -0.8184  0.0863
H -3.0384 0.4376 -0.3194  0.0730
H 0.1303 -1.2306 2.4855  0.0800
H 1.7264 -1.3113 1.7389  0.0814
H 1.0367 0.2733 2.1807  0.0818

*z*
Formula: C6H11NO
Source: the OMol25 dataset
Level of theory: ωB97M-V with the def2-TZVPD basis set

Summary:
* Kohn-Sham gap: 0.361 Eh
* HOMO level: -9.01 eV
* LUMO level: 0.030 Ha
* structure (SMILES): C=CN=C.CCC=O

Last column: Löwdin charge in e.
Cartesian coordinates (Å):
C -1.8736 0.1099 1.7240  0.0004
C -1.8347 1.3819 1.3445  -0.2669
N -2.4461 1.8996 0.1969  -0.0194
C -1.9903 1.6411 -0.9457  -0.0364
H -2.4522 -0.6332 1.1961  0.0618
H -1.4066 -0.1490 2.6595  0.0525
H -1.3807 2.1372 1.9798  0.1030
H -2.5501 2.0037 -1.8045  0.0689
H -1.0672 1.0788 -1.1119  0.0608
C 2.4131 -0.2440 -1.0929  -0.1058
C 1.1059 -0.7680 -0.4932  -0.2313
C 1.3372 -2.0615 0.2357  -0.2874
O 0.8877 -2.3627 1.3061  0.0551
H 3.1274 0.0132 -0.3094  0.0792
H 2.2411 0.6634 -1.6679  0.0684
H 2.8538 -0.9661 -1.7821  0.0723
H 0.6557 -0.0261 0.1688  0.0887
H 0.3794 -0.9531 -1.2898  0.1124
H 2.0001 -2.7649 -0.3140  0.1236

Which is most stable, and by how much? *z*, by 8.9 kcal/mol.